Below is a molecular structure, C22H27CeNO3P2 in a non-equilibrium geometry, with properties calculated with wB97M-V/def2-TZVPD.

```
56
Properties=species:S:1:pos:R:3:forces:R:3
C -1.2875 3.6634 -2.2303 -0.23 -1.02 0.38
C -1.1006 2.3190 -1.9433 -0.21 0.77 -0.17
C 0.1856 1.7408 -2.1800 1.28 -0.71 -0.11
C 1.3172 2.5690 -2.5396 -0.90 -0.64 0.42
C 1.0756 3.9478 -2.7570 -0.78 0.70 -0.12
C -0.2080 4.4697 -2.6421 1.54 -0.04 -0.38
C 2.5570 1.9391 -2.6412 0.32 0.13 -0.44
C 2.7105 0.5641 -2.4524 -0.86 -0.41 0.49
C 1.5337 -0.1898 -2.0680 -0.07 1.42 -0.47
C 1.6442 -1.5756 -1.7336 0.65 -0.56 -0.03
C 2.8672 -2.2148 -1.9253 -1.55 0.36 0.34
C 3.9977 -1.4967 -2.3606 0.53 0.72 -0.29
C 3.9340 -0.1370 -2.5865 0.59 -0.57 -0.12
H -2.2775 4.1197 -2.1369 0.30 -0.21 0.10
H 1.9177 4.5709 -3.0543 -0.25 0.02 0.08
H -0.3765 5.5214 -2.8712 0.03 -0.26 0.10
H 3.4283 2.5336 -2.9271 -0.18 -0.14 0.08
H 2.9328 -3.2882 -1.7363 0.08 0.29 0.01
H 4.9346 -2.0420 -2.4987 -0.27 0.30 0.02
H 4.8169 0.4222 -2.9092 -0.22 -0.26 0.16
N 0.3342 0.4150 -2.0093 -0.16 -0.15 0.56
Ce 0.1864 0.3635 2.3741 -0.63 1.03 0.98
C -2.1543 1.4423 -1.3264 0.35 -0.16 -0.46
H -2.1168 0.4496 -1.7838 -0.12 0.11 -0.09
H -3.1593 1.8590 -1.4404 0.10 0.02 -0.01
C 0.4400 -2.2652 -1.1388 -0.16 0.52 -0.31
H -0.4769 -1.8616 -1.5972 0.30 -0.30 -0.06
H 0.5110 -3.3523 -1.2839 -0.16 0.24 0.09
P -1.9093 1.1340 0.4665 -0.70 0.17 -0.22
P 0.2168 -1.9689 0.6811 0.30 -1.16 -0.71
C 1.4855 -3.1304 1.2933 0.06 -0.21 0.35
H 1.5327 -3.0443 2.3862 0.12 -0.17 -0.18
H 1.2102 -4.1609 1.0155 0.17 0.33 0.10
H 2.4673 -2.8817 0.8673 -0.31 -0.09 0.15
C -1.2991 -2.9479 0.9632 -0.19 -0.06 0.14
H -1.1118 -3.9900 0.6756 -0.17 0.20 0.04
H -1.5678 -2.9132 2.0273 -0.01 -0.07 -0.23
H -2.1316 -2.5450 0.3726 0.18 -0.11 0.16
C -2.2102 2.8271 1.1195 -0.06 0.03 0.20
H -3.1823 3.1852 0.7450 0.32 0.02 0.19
H -2.2345 2.8143 2.2210 -0.09 0.08 -0.29
H -1.4159 3.5130 0.7865 -0.26 -0.23 0.06
C -3.5109 0.2970 0.7912 0.00 0.08 0.34
H -3.5638 0.0679 1.8653 -0.15 -0.03 -0.29
H -4.3372 0.9651 0.5146 0.11 -0.23 0.07
H -3.5879 -0.6364 0.2126 0.07 0.32 0.20
C 2.2899 -0.1537 1.3421 4.24 -0.93 -1.72
O 3.3377 -0.4372 0.9123 -3.31 1.04 1.09
H 0.7202 0.6488 0.4662 0.83 0.13 -0.33
C -1.6619 -2.0022 5.3865 0.55 -0.11 -0.11
C -0.9585 -1.0751 4.4399 0.41 0.71 -0.56
O 0.2717 -1.2909 4.1220 -0.91 -0.17 0.09
O -1.5589 -0.0568 3.9209 -0.21 -1.03 0.62
H -0.8799 -2.5008 5.9740 -0.44 0.03 -0.06
H -2.2254 -2.7569 4.8184 0.16 0.23 0.12
H -2.3525 -1.4475 6.0130 -0.06 0.01 0.03
```
Positions in Å, forces in eV/Å.

Computed properties:
HOMO-LUMO gap (spin up / spin down), eV: 6.75 / 6.78
Total energy, eV: -62386.84775
LUMO (spin up / spin down), eV: -3.57 / -3.53
2S+1: 2
HOMO energy (spin up / spin down), eV: -10.32 / -10.32
Charge: +1

These are the Mulliken partial charges, in e, on atoms 1 to 5:
1 C -0.31
2 C 0.21
3 C 0.05
4 C 0.67
5 C -0.91

***

Below is 2 unconnected molecules or ions with the total composition C2H6O2Si in a non-equilibrium geometry, with properties calculated with wB97M-V/def2-TZVPD.

```
11
Properties=species:S:1:pos:R:3:forces:R:3
C -2.2503 -0.2392 0.1808 -0.57 -1.81 0.44
C -0.9718 -0.6692 0.1231 -1.63 4.67 0.14
O 3.0212 -0.0669 0.3062 3.12 0.77 -1.89
O 1.7229 -0.4640 0.2540 -2.37 -1.04 0.66
Si 0.4195 0.5758 0.0573 1.36 0.57 -3.17
H -3.1379 -0.9103 0.1908 1.03 -0.25 -0.14
H -2.6900 0.7173 0.3560 0.83 1.22 -0.23
H -0.7690 -1.6545 0.0996 0.64 -3.28 -0.35
H 3.4249 -0.2511 -0.6261 -1.38 0.39 2.09
H 1.1149 1.1295 -1.7967 -1.42 -0.52 2.70
H 0.1157 1.8326 0.8550 0.40 -0.71 -0.26
```
Positions in Å, forces in eV/Å.

Computed properties:
HOMO-LUMO gap, eV: 9.80
Total energy, eV: -14138.78315
LUMO, eV: 0.42
HOMO energy, eV: -9.38
Relative energy (zero: lowest compared OMol25 entry of this formula, charge and spin), kcal per mole: 145.6
Charge: 0

These are the Mulliken partial charges, in e, on atoms 1 to 5:
1 C -0.68
2 C -0.21
3 O -0.37
4 O -0.14
5 Si 0.30

***

Below is 2 unconnected molecules or ions with the total composition C5H12O2, with properties calculated with wB97M-V/def2-TZVPD.

```
19
Properties=species:S:1:pos:R:3:forces:R:3
O -0.2269 -1.1305 -2.0875 0.21 -0.02 -0.10
C -0.8691 -1.2610 -1.0782 0.42 -0.03 -0.13
C -0.4124 -0.7848 0.2764 -0.79 0.16 0.46
C -0.5059 0.7543 0.2933 0.34 0.19 0.41
C -1.9283 1.2719 0.1763 -0.62 -0.44 0.37
C 0.1685 1.3638 1.5292 -0.63 -0.02 0.28
H -1.8839 -1.6871 -1.1552 -0.13 -0.09 0.18
H -1.0953 -1.2222 1.0124 -0.03 0.16 0.14
H 0.5924 -1.0680 0.5863 0.14 -0.14 -0.59
H 0.0588 1.1002 -0.5721 0.04 -0.08 -0.18
H -2.4789 0.8042 -0.6272 -0.12 -0.18 -0.41
H -1.9988 2.3324 0.0101 0.29 0.56 -0.10
H -2.5162 1.0844 1.0866 0.27 -0.13 -0.06
H -0.5477 1.5147 2.3449 -0.08 -0.14 -0.10
H 0.9571 0.7463 1.9462 0.36 0.05 -0.25
H 0.5215 2.3557 1.2741 0.36 0.17 0.07
H 3.5177 0.2047 -0.0056 -0.14 -0.09 0.16
H 3.2564 -1.2850 -0.1054 -0.07 0.02 0.08
O 3.1032 -0.5270 0.4713 0.19 0.06 -0.25
```
Positions in Å, forces in eV/Å.

Computed properties:
HOMO-LUMO gap, eV: 10.47
Total energy, eV: -9474.17888
LUMO, eV: 0.82
HOMO energy, eV: -9.65
Relative energy (zero: lowest compared OMol25 entry of this formula, charge and spin), kcal per mole: 22.1
Charge: 0
SMILES: CC(C)CC=O.O

These are the Mulliken partial charges, in e, on atoms 1 to 5:
1 O -0.49
2 C -0.12
3 C -0.55
4 C 0.75
5 C -1.48

***

Question: Number 3 is which compound?
Answer: C5H12O2